(1)
Formula: C31H72NO17P4Ti
Source: the OMol25 dataset
Level of theory: ωB97M-V/def2-TZVPD

Structure (XYZ):
```
126
Properties=species:S:1:pos:R:3:mulliken_spin:R:1
Ti -0.76 0.56 -0.71 1.878
P -1.73 1.42 2.92 0.025
P -1.49 -3.04 0.49 0.087
P 2.69 0.45 0.96 0.132
P 0.90 -0.71 -3.87 0.086
O -1.38 -4.15 -0.66 -0.004
O 0.55 -0.31 -5.38 -0.007
O -1.34 2.90 3.37 0.008
O -3.19 1.21 3.57 -0.002
O 1.32 0.43 0.45 -0.088
O -0.25 -3.37 1.43 0.001
O -2.77 -3.42 1.37 -0.008
O 0.63 -2.28 -3.84 -0.037
O -2.13 2.32 -1.64 0.059
O 2.51 -0.63 -3.79 -0.004
O -1.53 -1.64 0.01 0.083
O -0.78 0.50 3.82 0.003
O 2.83 0.60 2.54 0.006
O 3.69 1.56 0.40 -0.009
O 3.44 -0.96 0.70 -0.004
O -1.58 1.18 1.48 0.038
O 0.23 0.13 -2.87 0.261
N 0.56 3.62 -1.75 0.068
C -4.31 1.96 3.06 0.005
C 0.96 -3.28 3.49 0.003
C -0.48 5.13 2.95 0.004
C -4.18 1.41 -0.66 -0.020
C -0.86 0.54 5.25 0.001
C 4.13 3.48 1.82 0.001
C 1.94 5.29 -1.41 0.009
C 3.31 -1.16 -4.87 0.001
C 1.64 1.73 -6.16 0.001
C 3.60 0.02 4.76 0.000
C -3.29 0.51 -2.86 0.102
C -3.35 1.72 -1.90 0.033
C -5.55 1.54 3.81 0.000
C -1.99 -0.38 5.74 0.000
C 3.90 0.01 3.28 0.003
C 0.35 -5.80 -0.89 -0.001
C 0.34 1.04 -5.77 0.004
C 2.65 -2.57 -0.92 -0.032
C 0.09 -2.47 2.52 -0.012
C -4.65 -2.32 2.30 -0.001
C 3.45 2.97 0.56 -0.010
C -4.06 -2.94 1.04 -0.008
C -0.46 3.68 2.52 0.057
C 0.68 4.83 -1.11 0.022
C 3.57 -1.39 -0.67 0.000
C 1.72 3.30 -2.40 0.047
C -1.02 -5.50 -0.30 0.002
C -0.75 -2.75 -3.91 0.028
C -1.25 -2.81 -5.34 0.006
C 4.27 -2.26 -4.48 0.000
C 2.58 4.36 -2.24 0.003
H -4.71 -3.72 0.64 -0.001
H 3.80 3.42 -0.37 0.001
H -2.20 -3.35 -5.38 0.000
H -2.56 0.66 -3.65 0.016
H 4.82 0.52 2.98 0.000
H 1.73 2.43 -3.03 -0.002
H 2.71 -1.51 -5.71 0.000
H -6.38 2.19 3.52 0.000
H 4.67 -2.61 -5.43 0.000
H -5.70 -2.04 2.17 0.000
H 3.82 -0.27 -5.23 0.000
H 1.75 -2.70 3.96 -0.001
H -0.31 3.12 -1.94 -0.027
H -4.56 -2.97 3.17 0.000
H 2.36 6.26 -1.15 0.001
H 2.93 -3.11 -1.83 0.002
H -2.26 -1.12 4.98 0.000
H -0.38 1.16 -6.59 0.001
H 3.58 4.45 -2.62 -0.001
H 4.39 -0.43 5.36 0.000
H 1.38 2.79 -6.26 0.000
H 5.13 3.03 1.89 0.000
H -1.81 -6.18 -0.63 0.000
H -3.29 -0.47 -2.37 -0.029
H 1.13 -5.71 -0.13 0.000
H -4.31 2.36 -0.12 0.002
H 3.82 -3.13 -3.99 0.000
H 3.59 3.13 2.70 0.000
H -0.82 3.63 1.48 0.036
H 3.21 -0.63 -1.37 0.002
H -0.64 -3.73 -3.46 0.000
H -4.10 -1.40 2.48 0.002
H -1.03 -5.58 0.79 0.001
H 0.32 -3.61 4.31 0.000
H 0.21 5.69 2.33 0.001
H 5.12 -1.93 -3.88 0.000
H -2.93 0.12 5.93 0.000
H -4.41 1.82 1.98 -0.003
H -3.97 2.47 -2.43 0.003
H -3.69 0.76 0.08 0.037
H -1.67 -1.01 6.58 0.000
H 0.51 3.18 2.51 -0.023
H 2.39 3.22 0.63 0.027
H 0.08 0.18 5.64 0.000
H 4.10 -1.01 2.94 0.000
H 4.61 -1.69 -0.75 0.000
H 3.35 0.99 5.20 0.000
H -0.10 1.57 -4.92 0.001
H -1.47 5.56 2.82 -0.001
H 1.61 -2.29 -1.06 0.061
H -5.16 0.98 -0.87 0.006
H -0.14 5.31 -0.60 -0.001
H 4.28 4.55 1.83 -0.001
H 2.69 -0.57 4.88 0.000
H -0.24 5.31 4.00 0.000
H 2.37 1.74 -5.35 0.001
H 0.46 -6.82 -1.26 0.000
H -4.05 3.01 3.24 0.001
H -1.38 -1.84 -5.81 0.000
H -0.84 -2.18 2.99 0.002
H -5.49 1.68 4.89 0.000
H -0.96 1.57 5.59 0.000
H -4.00 -2.17 0.26 0.011
H 2.10 1.40 -7.09 0.000
H 2.68 -3.31 -0.12 0.001
H -4.30 0.47 -3.31 0.005
H 1.40 -4.13 2.97 0.000
H 0.58 -5.10 -1.70 0.002
H -5.86 0.53 3.57 0.000
H 0.63 -1.61 2.11 0.022
H -0.60 -3.44 -5.95 -0.001
H -1.42 -2.16 -3.29 0.021
```

Properties
**Spin multiplicity**: 4
**Frontier orbital gap (alpha / beta)**: 3.0 / 7.1 eV
**Total charge**: 0

(2)
Formula: C18H23N3O2
Source: the OMol25 dataset
Level of theory: ωB97M-V/def2-TZVPD

Structure (XYZ):
```
46
Properties=species:S:1:pos:R:3:nbo_charge:R:1
O 5.88 -0.21 0.33 -0.502
O -3.90 0.74 0.56 -0.674
N 0.50 -1.11 -0.48 -0.510
N -4.33 -1.48 0.46 -0.605
N -1.66 -0.44 -0.88 -0.613
C 2.29 0.49 -0.19 -0.024
C -6.59 1.27 -0.50 -0.393
C -0.36 -0.13 -0.60 0.404
C 1.81 -0.83 -0.28 0.134
C -6.16 0.06 0.30 -0.337
C -2.96 -1.91 0.62 -0.237
C -2.14 -1.79 -0.67 -0.239
C 0.02 1.25 -0.52 -0.068
C 6.45 1.07 0.43 -0.061
C 2.73 -1.89 -0.16 -0.181
C -1.01 2.33 -0.66 -0.644
C -4.70 -0.17 0.45 0.685
C 4.53 -0.32 0.13 0.293
C 1.34 1.53 -0.31 -0.159
C 7.95 0.91 0.64 -0.617
C -6.75 1.27 0.98 -0.392
C 3.66 0.73 0.02 -0.316
C 4.05 -1.64 0.04 -0.242
H -1.81 2.21 0.08 0.236
H -7.74 1.18 1.41 0.218
H 6.26 1.65 -0.49 0.169
H 6.01 1.62 1.28 0.169
H -5.02 -2.18 0.27 0.396
H 1.67 2.56 -0.23 0.202
H 8.42 1.88 0.72 0.211
H 2.36 -2.90 -0.24 0.218
H -6.78 -0.83 0.23 0.215
H 8.14 0.34 1.54 0.213
H -2.98 -2.95 0.96 0.206
H 8.38 0.37 -0.20 0.213
H -5.80 1.87 -0.91 0.232
H 3.99 1.76 0.09 0.212
H -6.07 1.87 1.56 0.235
H -1.26 -2.43 -0.63 0.249
H -1.46 2.30 -1.65 0.219
H 4.77 -2.44 0.13 0.221
H -2.76 -2.08 -1.53 0.188
H -2.49 -1.30 1.39 0.221
H -7.47 1.18 -1.12 0.218
H -0.56 3.31 -0.51 0.217
H -2.34 0.28 -0.66 0.417
```

Properties
**Spin multiplicity**: 1
**Frontier orbital gap**: 8.0 eV
**Total charge**: 0
**SMILES**: CCOc1ccc2nc(NCCNC(=O)C3CC3)c(C)cc2c1

Computed F_max, in the same sequence as the records: 0.03255 0.01386 Eh/bohr.
Computed energy relative to the best compared isomer or geometry (same formula, charge and spin), in the same sequence as the records: 10.1 26.7 kcal/mol.